18
Properties=species:S:1:pos:R:3:forces:R:3 method="wB97M-V/def2-TZVPD" multiplicity=1 homo_lumo_gap_ev=10.21 e_homo_ev=-9.37 fmax_ev_per_a=0.4 de_lowest_ev=1.0849
C 1.341550 1.975977 0.027564 -0.115 -0.314 0.161
C 1.434113 0.525178 0.401028 -0.070 -0.003 -0.042
C 1.340668 -0.487203 -0.451772 0.169 0.304 0.246
C 1.352190 -1.916775 -0.004207 -0.118 -0.020 -0.228
H 1.351227 2.090994 -1.053843 0.027 0.094 -0.081
H 0.414298 2.406227 0.415782 0.002 0.064 -0.005
H 2.155092 2.550641 0.462220 0.126 0.094 -0.026
H 1.540173 0.279407 1.457725 -0.004 0.153 -0.034
H 1.253813 -0.257874 -1.508251 -0.094 -0.105 -0.134
H 2.043631 -2.047260 0.823520 0.004 -0.102 0.111
H 0.356064 -2.215088 0.324717 -0.049 -0.075 0.072
H 1.635097 -2.593503 -0.805781 0.122 -0.062 -0.057
N -2.072917 -0.048755 -0.323157 -0.049 0.078 -0.132
C -3.246420 -0.100228 0.357639 0.038 0.145 0.014
O -3.665837 0.765337 1.090061 0.095 -0.081 -0.010
H -1.918537 -0.682752 -1.087332 0.065 -0.080 0.091
H -1.537629 0.805165 -0.319449 -0.021 -0.012 0.071
H -3.776578 -1.049495 0.193538 -0.127 -0.078 -0.017